1.
Density functional theory data (the ωB97M-V functional and the def2-TZVPD basis) for a molecular structure, C37H50N3O3P2PtS3.

Last column: Löwdin charge in e.
Element x y z (Å)
Pt 0.441 0.310 -0.187  0.8402
C 3.805 0.782 -0.830  -0.1953
P 2.608 0.203 0.402  0.8761
C 3.123 -1.518 0.659  -0.3844
N 4.379 -1.841 0.849  0.1576
C 4.656 -3.161 0.966  -0.1890
C 5.989 -3.579 1.201  -0.0037
C 6.268 -4.908 1.298  -0.0503
C 5.242 -5.879 1.158  -0.0493
C 3.953 -5.507 0.927  -0.0016
C 3.630 -4.131 0.832  -0.1873
N 2.350 -3.761 0.598  0.1531
C 2.101 -2.476 0.540  -0.3960
P 0.400 -1.925 0.107  0.9067
C 0.284 -2.853 -1.449  -0.1991
C -0.747 -2.684 1.379  -0.6566
C 0.025 -3.142 2.622  -0.0811
C -1.475 -3.894 0.779  -0.0772
C -1.742 -1.598 1.793  -0.1123
C 3.003 1.100 1.972  -0.6795
C 2.237 0.400 3.101  -0.0859
C 4.506 1.045 2.267  -0.0782
C 2.582 2.567 1.838  -0.0844
H 4.789 0.407 -0.550  0.0548
H 3.825 1.870 -0.868  0.0535
H 3.541 0.382 -1.807  0.0470
H 6.754 -2.821 1.299  0.1193
H 7.282 -5.235 1.480  0.1136
H 5.495 -6.928 1.238  0.1138
H 3.155 -6.229 0.816  0.1201
H 0.519 -3.895 -1.233  0.0567
H 1.034 -2.451 -2.131  0.0551
H -0.708 -2.761 -1.878  0.0380
H 0.733 -3.937 2.402  0.0649
H -0.701 -3.525 3.342  0.0991
H 0.556 -2.314 3.100  0.0751
H -0.814 -4.762 0.735  0.0869
H -1.862 -3.702 -0.217  0.0526
H -2.314 -4.148 1.429  0.0964
H -1.240 -0.809 2.353  0.0388
H -2.500 -2.043 2.441  0.1000
H -2.237 -1.140 0.935  0.0427
H 2.644 -0.595 3.295  0.0819
H 1.173 0.309 2.877  0.0393
H 2.340 0.985 4.017  0.0974
H 4.879 0.027 2.354  0.0668
H 4.680 1.557 3.216  0.0982
H 5.090 1.566 1.506  0.0806
H 1.560 2.690 1.492  0.0325
H 3.246 3.104 1.157  0.0839
H 2.664 3.040 2.819  0.0985
O -1.593 0.814 -0.490  -0.4084
C -2.007 2.157 -0.462  -0.6109
C -3.519 2.271 -0.195  -0.4648
C -4.353 3.267 -0.611  -0.1155
C -5.640 3.208 -0.012  -0.1681
C -5.759 2.166 0.851  -0.3920
S -4.332 1.225 0.904  1.0613
C -1.797 2.790 -1.835  -0.4596
C -1.449 4.048 -2.230  -0.1503
C -1.537 4.247 -3.637  -0.1817
C -1.990 3.140 -4.284  -0.4008
S -2.327 1.868 -3.193  1.0980
C -1.384 2.953 0.693  -0.4513
C -1.237 4.288 0.938  -0.1157
C -0.871 4.582 2.282  -0.1667
C -0.780 3.467 3.053  -0.3915
S -1.123 2.063 2.143  1.0348
H -4.051 4.037 -1.306  0.1172
H -6.434 3.911 -0.215  0.1048
H -6.622 1.874 1.426  0.0682
H -1.117 4.822 -1.559  0.0898
H -1.292 5.175 -4.134  0.1044
H -2.169 3.016 -5.340  0.0701
H -1.440 5.069 0.224  0.0971
H -0.708 5.584 2.651  0.1062
H -0.523 3.398 4.098  0.0727
C -5.549 -1.798 -1.763  -0.1491
C -4.676 -0.937 -2.675  -0.1646
C -3.323 -1.628 -2.560  -0.2059
O -3.294 -2.240 -1.264  -0.1855
C -4.573 -2.105 -0.640  -0.2077
H -5.859 -2.713 -2.271  0.1174
H -6.438 -1.279 -1.407  0.1169
H -4.617 0.079 -2.280  0.0887
H -5.035 -0.891 -3.702  0.1171
H -2.484 -0.937 -2.630  0.0702
H -3.213 -2.410 -3.320  0.1217
H -4.526 -1.268 0.056  0.0516
H -4.797 -3.023 -0.096  0.1238
C 1.363 1.670 -3.205  0.0093
C 1.358 2.615 -2.042  -0.5526
N 1.787 3.858 -2.277  0.2177
O 1.053 2.307 -0.875  -0.1547
H 0.749 2.074 -4.009  0.0853
H 0.965 0.704 -2.903  0.0686
H 2.383 1.560 -3.575  0.0951
H 1.896 4.189 -3.220  0.1277
H 1.684 4.540 -1.542  0.1323

Properties
multiplicity = 1
E = -104120.6773 eV
ΔE to the lowest compared entry with this formula, charge and spin = 11.29 kcal per mole
charge = +1

---

2.
Density functional theory data (the ωB97M-V functional and the def2-TZVPD basis) for a molecular structure, C30H39AsPtS2Si2Te2.

Last column: Löwdin charge in e.
Element x y z (Å)
Pt 0.487 0.113 0.416  -0.0401
S 1.457 -1.513 -0.870  0.3967
C 0.574 -3.009 -0.600  -0.6744
C 1.195 -4.210 -0.953  -0.1182
C 0.523 -5.408 -0.826  -0.0832
C -0.785 -5.441 -0.352  -0.0871
C -1.406 -4.258 0.005  -0.1231
C -0.729 -3.045 -0.101  -0.4165
As -1.519 -1.378 0.461  1.2019
C -1.655 -1.576 2.387  -0.3785
C -1.429 -2.777 3.046  -0.0781
C -1.534 -2.840 4.428  -0.0794
C -1.867 -1.712 5.159  -0.0859
C -2.089 -0.507 4.506  -0.0723
C -1.977 -0.443 3.127  -0.1570
C -3.358 -1.645 -0.132  -0.3747
C -4.445 -1.505 0.722  -0.0998
C -5.735 -1.685 0.241  -0.0855
C -5.943 -2.002 -1.092  -0.0900
C -4.858 -2.135 -1.949  -0.0833
C -3.571 -1.952 -1.472  -0.1147
H 2.210 -4.190 -1.328  0.1010
H 1.024 -6.330 -1.092  0.1043
H -1.309 -6.382 -0.255  0.1005
H -2.429 -4.271 0.368  0.1101
H -1.136 -3.659 2.491  0.0955
H -1.340 -3.776 4.936  0.1069
H -1.942 -1.765 6.237  0.1057
H -2.337 0.383 5.071  0.1049
H -2.132 0.503 2.620  0.0372
H -4.291 -1.271 1.770  0.0946
H -6.577 -1.580 0.912  0.1027
H -6.948 -2.149 -1.464  0.1017
H -5.016 -2.379 -2.992  0.1037
H -2.728 -2.062 -2.146  0.1081
Te 2.499 -0.517 1.909  0.7900
C 1.950 0.086 3.867  -1.0079
C 1.585 1.253 4.478  -0.2994
C 1.347 1.114 5.869  -0.2072
C 1.539 -0.160 6.308  -0.4353
S 1.982 -1.192 5.021  0.8969
H 1.516 2.202 3.970  0.0346
H 1.060 1.930 6.515  0.0977
H 1.452 -0.538 7.313  0.0601
C 3.128 5.143 -1.197  -0.1831
Si 1.976 3.667 -1.040  0.4271
C 2.841 2.109 -1.605  -0.1773
C 0.462 3.965 -2.110  -0.1857
C 1.583 3.542 0.811  -0.5525
Te -0.009 2.351 1.579  1.2075
C -1.642 3.289 0.551  -0.5463
Si -2.897 4.100 1.704  0.3982
C -4.300 4.771 0.656  -0.1792
C -2.022 5.492 2.608  -0.1819
C -3.555 2.856 2.941  -0.1840
H 3.454 5.271 -2.230  0.0314
H 4.018 5.020 -0.581  0.0324
H 2.633 6.065 -0.890  0.0296
H 2.924 2.080 -2.692  0.0384
H 2.291 1.218 -1.293  -0.0421
H 3.844 2.034 -1.183  0.0407
H 0.798 4.098 -3.140  0.0354
H -0.087 4.865 -1.830  0.0271
H -0.229 3.122 -2.095  0.0282
H 1.437 4.528 1.260  0.0097
H 2.457 3.092 1.294  0.0044
H -2.084 2.542 -0.108  0.0121
H -1.186 4.055 -0.074  -0.0145
H -3.934 5.498 -0.071  0.0310
H -5.051 5.266 1.272  0.0307
H -4.797 3.972 0.105  0.0322
H -1.640 6.240 1.912  0.0326
H -1.182 5.118 3.196  0.0212
H -2.701 5.998 3.296  0.0322
H -4.008 1.995 2.447  0.0312
H -4.319 3.312 3.571  0.0377
H -2.763 2.493 3.598  0.0129

Properties
multiplicity = 1
E = -147842.9128 eV
ΔE to the lowest compared entry with this formula, charge and spin = 21.72 kcal per mole
charge = 0

---

3.
Density functional theory data (the ωB97M-V functional and the def2-TZVPD basis) for a molecular structure, C44H44BrIN2O6PS.

Last column: Löwdin charge in e.
Element x y z (Å)
C 4.466 -1.792 5.561  -0.1008
C 4.625 -2.113 4.040  -0.2571
C 4.662 -0.856 3.178  -0.2286
C 3.376 -0.002 3.264  -0.2089
C 2.169 -0.855 2.865  -0.2062
C 0.897 -0.035 2.580  -0.1913
C -0.374 -0.754 3.081  -0.1908
C -1.535 0.259 3.171  -0.1172
N -2.657 -0.319 3.996  -0.0758
N -2.697 -1.626 4.067  0.1950
C -3.636 -2.162 4.804  -0.2089
C -3.629 -3.667 4.826  -0.1328
C -4.869 -4.231 4.093  -0.1716
C -5.208 -5.674 4.537  -0.1687
C -4.002 -6.517 4.950  -0.2522
O -3.736 -6.388 6.352  -0.0683
C -4.602 -1.404 5.530  -0.3680
P -5.952 -2.086 6.632  0.5448
O -5.740 -3.673 6.883  -0.3853
I -5.365 -1.136 8.830  0.4819
C -4.530 -0.040 5.373  -0.6796
Br -5.775 1.104 6.179  0.7855
C -3.505 0.517 4.567  -0.5540
S -3.430 2.275 4.363  0.8552
H 4.669 -0.739 5.765  0.0652
H 5.197 -2.374 6.124  0.0655
H 3.458 -2.042 5.895  0.0620
H 3.801 -2.783 3.786  0.0895
H 5.537 -2.702 3.927  0.1013
H 5.543 -0.247 3.402  0.1128
H 4.782 -1.164 2.131  0.1082
H 3.470 0.896 2.649  0.1155
H 3.319 0.339 4.305  0.1030
H 2.440 -1.382 1.945  0.1221
H 1.966 -1.589 3.648  0.0999
H 0.940 0.908 3.139  0.1109
H 0.808 0.197 1.515  0.1184
H -0.616 -1.616 2.464  0.1144
H -0.152 -1.034 4.117  0.1149
H -1.899 0.431 2.157  0.1440
H -1.123 1.139 3.649  0.0938
H -2.758 -4.004 4.265  0.1240
H -3.599 -3.982 5.864  0.0977
H -4.748 -4.184 3.009  0.1208
H -5.762 -3.639 4.324  0.0875
H -5.694 -6.202 3.711  0.1165
H -5.938 -5.672 5.347  0.1078
H -4.212 -7.571 4.742  0.1189
H -3.136 -6.239 4.340  0.1162
H -2.783 -6.333 6.468  0.0895
H -4.918 -3.898 7.345  0.0515
H -3.008 2.701 5.572  -0.0689
C -1.648 4.915 -4.768  -0.0418
C -0.713 4.881 -3.739  -0.0443
C -0.582 3.746 -2.957  -0.0144
C -1.393 2.643 -3.193  -0.1157
C -2.348 2.686 -4.213  -0.0896
C -2.464 3.821 -5.004  0.0074
C -3.259 1.533 -4.453  -0.2768
O -4.086 1.566 -5.339  0.1172
C -3.136 0.337 -3.572  -0.0780
C -4.012 -0.728 -3.742  0.0044
C -3.900 -1.851 -2.941  -0.0534
C -2.906 -1.920 -1.970  -0.0632
C -2.034 -0.859 -1.792  -0.0126
C -2.151 0.277 -2.585  -0.0854
C -1.228 1.424 -2.359  -0.2936
O -0.362 1.364 -1.508  0.0890
H -1.742 5.799 -5.384  0.1121
H -0.084 5.741 -3.550  0.1129
H 0.149 3.717 -2.160  0.1220
H -3.195 3.849 -5.802  0.1241
H -4.782 -0.675 -4.500  0.1243
H -4.586 -2.678 -3.073  0.1097
H -2.814 -2.803 -1.350  0.1039
H -1.262 -0.909 -1.035  0.1110
C 7.948 4.412 -5.705  -0.0548
C 8.059 3.955 -7.014  -0.0529
C 6.991 3.315 -7.619  0.0005
C 5.810 3.118 -6.915  -0.0825
C 5.707 3.557 -5.592  -0.0844
C 6.776 4.213 -4.995  -0.0028
C 4.467 3.314 -4.805  -0.2769
O 4.373 3.698 -3.656  0.1013
C 3.347 2.581 -5.455  -0.0792
C 2.203 2.295 -4.721  0.0036
C 1.148 1.626 -5.316  -0.0476
C 1.225 1.246 -6.652  -0.0455
C 2.364 1.523 -7.388  0.0025
C 3.432 2.183 -6.791  -0.0798
C 4.664 2.444 -7.586  -0.2765
O 4.734 2.111 -8.750  0.1112
H 8.781 4.920 -5.237  0.1083
H 8.980 4.101 -7.562  0.1092
H 7.074 2.964 -8.639  0.1220
H 6.691 4.564 -3.976  0.1198
H 2.141 2.592 -3.682  0.1149
H 0.263 1.401 -4.739  0.0894
H 0.395 0.729 -7.117  0.1094
H 2.428 1.225 -8.425  0.1223

Properties
multiplicity = 1
E = -159868.6984 eV
charge = +1

---

4.
Density functional theory data (the ωB97M-V functional and the def2-TZVPD basis) for 3 unconnected molecules or ions with the total composition C17H43FN4O6S.

Last column: Löwdin charge in e.
Element x y z (Å)
C 1.769 3.929 3.950  -0.1014
C 2.859 3.730 2.887  -0.2384
C 2.811 2.378 2.147  -0.2012
C 2.375 2.411 0.672  -0.2079
C 1.263 3.387 0.278  -0.1910
C -0.110 3.243 0.971  -0.1635
C -0.410 1.848 1.516  -0.1971
N -1.875 1.635 1.602  -0.2290
C -2.551 2.468 2.636  -0.1080
C -3.894 3.155 2.171  -0.6674
N -4.898 2.821 3.174  0.0801
N -4.319 2.759 0.844  0.0883
N -3.773 4.608 2.175  0.0750
S -2.275 0.065 1.803  0.5980
O -3.688 -0.061 1.765  -0.2318
O -1.496 -0.598 2.788  -0.2211
F -1.735 -0.457 0.426  -0.1406
H 1.401 2.969 4.321  0.0684
H 2.145 4.482 4.811  0.0682
H 0.911 4.484 3.567  0.0535
H 3.834 3.834 3.364  0.0989
H 2.803 4.545 2.162  0.0942
H 3.803 1.924 2.179  0.1051
H 2.166 1.691 2.704  0.0896
H 2.087 1.398 0.376  0.1004
H 3.241 2.654 0.050  0.1115
H 1.120 3.298 -0.802  0.1076
H 1.617 4.407 0.440  0.0988
H -0.187 3.981 1.770  0.0843
H -0.894 3.486 0.249  0.1120
H -0.018 1.100 0.825  0.1091
H 0.049 1.680 2.493  0.1128
H -1.834 3.238 2.909  0.1045
H -2.751 1.886 3.538  0.1158
H -5.443 2.022 2.866  0.0762
H -5.543 3.602 3.218  0.0752
H -4.470 1.755 0.824  0.0514
H -3.591 2.946 0.162  0.0706
H -3.380 4.924 3.055  0.0791
H -3.159 4.926 1.434  0.0715
C -1.548 -0.334 -5.537  -0.1137
O -1.424 -1.675 -5.108  -0.1865
C -0.098 -2.170 -5.155  -0.2001
C 0.570 -2.154 -3.797  -0.2113
O 0.740 -0.838 -3.295  -0.1863
C -0.238 -0.472 -2.340  -0.1165
H -2.559 -0.011 -5.293  0.0892
H -0.830 0.319 -5.034  0.0822
H -1.403 -0.251 -6.620  0.0882
H 0.501 -1.591 -5.866  0.1268
H -0.140 -3.204 -5.511  0.1275
H 1.561 -2.606 -3.887  0.1179
H -0.009 -2.758 -3.091  0.1287
H -0.084 -1.010 -1.398  0.0747
H -1.251 -0.672 -2.696  0.0887
H -0.127 0.597 -2.159  0.0862
C 2.675 -3.954 -1.563  -0.1120
O 1.884 -5.014 -2.062  -0.1956
C 2.467 -6.295 -1.898  -0.2042
C 1.895 -7.032 -0.704  -0.2079
O 2.194 -6.383 0.518  -0.1893
C 1.126 -5.608 1.030  -0.1089
H 2.045 -3.067 -1.542  0.0749
H 3.041 -4.155 -0.553  0.0874
H 3.533 -3.760 -2.217  0.0933
H 3.554 -6.207 -1.790  0.1269
H 2.262 -6.874 -2.803  0.1252
H 2.333 -8.034 -0.667  0.1253
H 0.812 -7.140 -0.825  0.1264
H 0.320 -6.248 1.405  0.0892
H 0.718 -4.933 0.274  0.0819
H 1.523 -5.022 1.857  0.0899

Properties
multiplicity = 1
E = -50121.8374 eV
charge = 0

---

5.
Density functional theory data (the ωB97M-V functional and the def2-TZVPD basis) for a gas-phase ion, C3H7IN3 (charge +1).

Last column: Löwdin charge in e.
Element x y z (Å)
C -0.631 -1.322 0.030  -0.2446
C -1.247 0.078 0.061  -0.0422
C 1.117 0.414 -0.023  -0.1405
N -0.338 2.277 -0.001  0.3256
N 0.721 -1.070 -0.556  -0.6651
N -0.154 1.066 -0.119  -0.1298
I 2.103 -2.472 -0.393  0.9543
H -0.584 -1.663 1.117  0.1403
H -1.160 -1.930 -0.557  0.0704
H -2.001 -0.029 -0.773  0.1775
H -1.663 0.337 0.930  0.0934
H 1.576 0.375 1.068  0.1733
H 1.863 1.012 -0.704  0.1703
H 0.399 2.927 -0.080  0.1171

Properties
multiplicity = 1
E = -15784.2263 eV
ΔE to the lowest compared entry with this formula, charge and spin = 93.78 kcal per mole
charge = +1

---

6.
Density functional theory data (the ωB97M-V functional and the def2-TZVPD basis) for a molecular structure, C5H11CoO4.

Last column: Löwdin charge in e.
Element x y z (Å)
O -0.877 1.553 -1.863  -0.3671
Co -0.085 1.538 -0.143  0.7744
O 1.429 1.699 0.994  -0.3167
C 2.476 0.900 0.558  -0.3421
C 1.970 -0.365 -0.131  -0.1807
O 1.020 0.059 -1.102  -0.2486
C -0.081 -0.719 -1.604  -0.1252
C -1.292 -1.084 -0.109  -0.0207
O -1.452 0.197 0.441  -0.3547
C -2.481 0.384 1.400  -0.0451
H 3.132 0.574 1.389  0.1164
H 3.122 1.443 -0.164  0.1177
H 1.460 -1.014 0.599  0.1180
H 2.771 -0.932 -0.628  0.1305
H -0.292 -1.732 -2.002  0.0861
H 0.223 -0.626 -2.666  0.1308
H -0.641 -1.659 0.560  0.1069
H -2.240 -1.527 -0.435  0.1159
H -2.600 1.466 1.530  0.1018
H -3.405 -0.080 1.032  0.1003
H -2.156 -0.075 2.344  0.1021

Properties
multiplicity = 5
<S²> = 6.0193
E = -51171.7323 eV
ΔE to the lowest compared entry with this formula, charge and spin = 107.55 kcal per mole
charge = 0